This record from the Open Molecules 2025 dataset describes a molecular structure, C11H22I2NO3P2Rh at a distorted geometry. The level of theory is ωB97M-V with the def2-TZVPD basis set.

Element x y z (Å)
I (-5.956, 1.853, 0.184)
I (-6.032, -0.573, -1.083)
Rh (-0.008, 0.007, 0.002)
P (0.385, 1.036, -2.037)
C (-1.096, 1.664, -2.907)
C (1.455, 2.517, -1.904)
H (1.610, 2.952, -2.900)
H (1.366, 0.467, -4.186)
H (2.415, 2.266, -1.438)
H (2.083, -0.521, -2.859)
H (-1.603, 2.394, -2.271)
H (0.932, 3.244, -1.271)
C (1.161, -0.084, -3.260)
H (-0.811, 2.136, -3.854)
H (0.448, -0.890, -3.467)
H (-1.781, 0.834, -3.101)
P (-0.139, -1.068, 2.052)
C (-1.822, -1.249, 2.746)
C (0.490, -2.787, 1.994)
H (1.829, -0.073, 3.114)
H (0.680, -0.762, 4.321)
H (0.315, 0.786, 3.506)
C (0.773, -0.202, 3.382)
H (1.513, -2.815, 1.601)
H (0.449, -3.228, 2.997)
H (-1.782, -1.764, 3.712)
H (-2.441, -1.820, 2.049)
H (-0.164, -3.354, 1.321)
H (-2.265, -0.258, 2.876)
C (-1.789, 0.226, -0.113)
O (-2.940, 0.370, -0.186)
O (2.229, -2.314, -0.907)
C (2.758, -1.358, -0.347)
C (4.239, -1.175, -0.063)
C (4.350, 0.167, 0.646)
C (2.929, 0.688, 0.732)
O (2.565, 1.755, 1.235)
N (2.086, -0.244, 0.142)
H (4.595, -1.997, 0.579)
H (4.798, -1.172, -1.013)
H (4.761, 0.052, 1.662)
H (4.967, 0.877, 0.072)

Properties
Relative energy (zero: lowest compared OMol25 entry of this formula, charge and spin), kJ/mol: 0.00
Net charge: +2
E_tot, Eh: -2100.872968
M, g/mol: 634.96
Frontier orbital gap (alpha / beta), Eh: 0.30546 / 0.11191
Multiplicity: 5
HOMO energy (alpha / beta), eV: -14.49 / -14.44
Largest force on an atom, eV Å⁻¹: 4.02
<S²>: 6.019